Entry 1:
{"formula": "C42H126O42", "method": "ωB97M-V/def2-TZVPD", "fmax_ev_per_a": 3.12, "homo_ev": -9.1853, "spin_multiplicity": 1, "gap_ev": 9.4, "elements": ["C", "C", "O", "O", "H", "H", "H", "H", "H", "H", "C", "C", "O", "O", "H", "H", "H", "H", "H", "H", "C", "C", "O", "O", "H", "H", "H", "H", "H", "H", "C", "C", "O", "O", "H", "H", "H", "H", "H", "H", "C", "C", "O", "O", "H", "H", "H", "H", "H", "H", "C", "C", "O", "O", "H", "H", "H", "H", "H", "H", "C", "C", "O", "O", "H", "H", "H", "H", "H", "H", "C", "C", "O", "O", "H", "H", "H", "H", "H", "H", "C", "C", "O", "O", "H", "H", "H", "H", "H", "H", "C", "C", "O", "O", "H", "H", "H", "H", "H", "H", "C", "C", "O", "O", "H", "H", "H", "H", "H", "H", "C", "C", "O", "O", "H", "H", "H", "H", "H", "H", "C", "C", "O", "O", "H", "H", "H", "H", "H", "H", "C", "C", "O", "O", "H", "H", "H", "H", "H", "H", "C", "C", "O", "O", "H", "H", "H", "H", "H", "H", "C", "C", "O", "O", "H", "H", "H", "H", "H", "H", "C", "C", "O", "O", "H", "H", "H", "H", "H", "H", "C", "C", "O", "O", "H", "H", "H", "H", "H", "H", "C", "C", "O", "O", "H", "H", "H", "H", "H", "H", "C", "C", "O", "O", "H", "H", "H", "H", "H", "H", "C", "C", "O", "O", "H", "H", "H", "H", "H", "H"], "positions_angstrom": [[-6.64392, -0.71466, 2.47820], [-7.33090, -2.06376, 2.70439], [-7.03524, -2.82611, 1.52946], [-6.90437, -0.17341, 1.22827], [-5.58645, -0.93402, 2.71046], [-6.88082, -0.00041, 3.24425], [-8.39693, -1.84673, 2.78051], [-6.89677, -2.48574, 3.61058], [-7.60633, -3.60326, 1.46463], [-7.08417, -0.89665, 0.61758], [3.89311, -0.55395, -2.19589], [4.03029, 0.83149, -1.73694], [4.33737, 1.61863, -2.89672], [5.07578, -1.12492, -2.79796], [2.98445, -0.62604, -2.79126], [3.62383, -1.14351, -1.33105], [4.65835, 1.07647, -0.85320], [3.03154, 1.10754, -1.39669], [4.62262, 2.51275, -2.60705], [5.56054, -0.42886, -3.25783], [5.57950, -4.16998, -3.28434], [4.31971, -4.16139, -4.05488], [3.68399, -5.41479, -4.24626], [5.20346, -4.44073, -1.90551], [6.09639, -3.22837, -3.32173], [6.23605, -4.95828, -3.58770], [4.60213, -3.78243, -5.03674], [3.67600, -3.42015, -3.55236], [3.17737, -5.66455, -3.45625], [5.81877, -4.00885, -1.30492], [0.59724, 1.07667, 4.47585], [0.31697, 1.48988, 5.90938], [-0.46328, 2.74901, 5.93827], [-0.63806, 0.48676, 3.97112], [1.33585, 0.28102, 4.33791], [0.90614, 1.95292, 3.88367], [1.24101, 1.63945, 6.48858], [-0.28205, 0.71338, 6.38408], [0.16794, 3.44712, 6.21927], [-0.39474, 0.03392, 3.08965], [-4.10953, 1.55772, 0.90036], [-3.89669, 2.18305, 2.24892], [-4.67356, 3.47638, 2.20160], [-3.49995, 2.42961, -0.12109], [-5.17931, 1.38337, 0.77707], [-3.59388, 0.58493, 0.87783], [-2.82873, 2.43591, 2.42421], [-4.23270, 1.64240, 3.07649], [-4.28903, 4.01057, 2.91496], [-4.00974, 3.24005, 0.06441], [-0.60168, 4.29944, 3.12383], [-1.46575, 5.44864, 3.37735], [-0.80749, 6.68781, 3.11802], [-0.19664, 4.22655, 1.78425], [-1.13485, 3.36815, 3.44102], [0.30757, 4.42073, 3.69960], [-1.84295, 5.51605, 4.38177], [-2.36540, 5.35540, 2.68637], [-0.75087, 6.89227, 2.18330], [0.70654, 3.80798, 1.71288], [0.08906, 0.84968, -0.16113], [-0.76006, 0.08261, 0.81183], [-0.08239, -0.81135, 1.69241], [0.95663, -0.00587, -0.95496], [0.76311, 1.55895, 0.33195], [-0.56939, 1.42840, -0.80116], [-1.52531, -0.42729, 0.22407], [-1.29243, 0.89205, 1.32762], [0.71176, -1.08651, 1.22236], [0.57852, -0.06246, -1.83045], [-4.49860, 0.04659, -2.92327], [-5.21991, 1.03390, -3.79346], [-4.46871, 1.63012, -4.83265], [-3.26608, 0.60181, -2.33974], [-4.09897, -0.82793, -3.43137], [-5.18779, -0.33292, -2.17730], [-5.65486, 1.78825, -3.14657], [-6.10299, 0.55044, -4.21846], [-3.55571, 1.57135, -4.56223], [-3.54290, 1.31223, -1.71193], [1.81543, -3.44727, -1.08613], [1.51003, -4.95708, -0.88491], [2.32317, -5.80164, -1.68570], [3.15786, -3.16408, -0.61685], [1.18185, -2.80718, -0.41715], [1.77095, -3.21775, -2.16435], [0.43253, -5.11539, -1.09483], [1.59599, -5.16327, 0.19743], [3.23441, -5.62007, -1.41929], [3.77453, -3.49883, -1.28303], [0.85952, -2.91074, -6.39451], [1.55187, -4.23956, -6.24459], [2.84117, -4.40230, -6.86591], [1.59836, -1.91291, -5.68634], [-0.09119, -2.94568, -5.86683], [0.72432, -2.59960, -7.39170], [0.82471, -4.98079, -6.58225], [1.65602, -4.43095, -5.17570], [3.30803, -5.08666, -6.33789], [2.37979, -1.68999, -6.16254], [3.16080, 6.71640, 1.14037], [2.91374, 6.21255, -0.29279], [3.27901, 4.85383, -0.52417], [2.49399, 5.91170, 2.08222], [2.72333, 7.72421, 1.16838], [4.20479, 6.74548, 1.38683], [3.48216, 6.85958, -0.92651], [1.84832, 6.43601, -0.48861], [2.50446, 4.26850, -0.60833], [1.53675, 5.98635, 2.16180], [-1.39163, -2.26095, -2.30149], [-0.91109, -1.50671, -3.53957], [-0.82669, -0.07889, -3.30136], [-1.38624, -3.61197, -2.63521], [-2.37560, -1.90437, -2.00697], [-0.72352, -2.01686, -1.46093], [-1.53954, -1.86104, -4.39836], [0.13107, -1.82147, -3.64826], [-1.68725, 0.27836, -3.03096], [-2.15907, -4.07683, -2.27292], [2.96344, -1.54656, 2.72157], [3.94044, -2.72981, 2.73424], [3.41872, -3.94693, 2.25943], [2.68617, -1.08143, 1.36447], [3.33076, -0.67639, 3.26411], [2.05463, -1.97158, 3.15233], [4.34242, -2.92750, 3.72849], [4.85335, -2.43514, 2.15148], [3.18596, -3.74130, 1.32906], [2.92245, -1.79101, 0.74506], [-2.34742, 7.50200, -0.06800], [-2.86398, 6.46613, -1.01710], [-2.28331, 6.60558, -2.31892], [-0.95369, 7.30079, 0.25278], [-2.98632, 7.50663, 0.83278], [-2.46967, 8.52323, -0.49408], [-3.93847, 6.56363, -1.12175], [-2.65940, 5.45322, -0.67501], [-2.86953, 6.35316, -3.01092], [-0.41228, 7.98071, -0.14656], [-3.83168, -3.52783, 0.99088], [-2.38854, -3.54180, 1.26447], [-2.15765, -4.31487, 2.47482], [-4.13420, -2.57474, 0.01363], [-4.32206, -3.21898, 1.96558], [-4.22374, -4.48412, 0.60853], [-2.07917, -2.49806, 1.45129], [-1.81046, -3.98169, 0.49053], [-1.20599, -4.38473, 2.50277], [-5.05713, -2.34548, 0.14732], [-1.18509, -6.93549, -3.02392], [-2.49222, -7.07384, -2.33046], [-2.44651, -6.03145, -1.36408], [-1.21309, -7.80413, -4.20445], [-0.37017, -7.10415, -2.32373], [-1.17940, -5.88060, -3.33390], [-2.68899, -8.03131, -1.84682], [-3.26823, -6.91306, -3.07014], [-2.62626, -6.49651, -0.54049], [-0.37315, -8.23259, -4.29799], [4.56505, 2.53182, 2.17340], [3.20902, 2.02335, 1.71236], [2.34996, 3.11638, 1.87355], [4.46018, 2.82154, 3.55717], [4.80138, 3.40866, 1.57078], [5.31100, 1.75662, 2.09394], [2.90314, 1.21626, 2.41141], [3.15059, 1.61645, 0.70136], [2.77053, 3.88068, 1.42703], [3.59938, 3.30873, 3.74611], [-0.04279, 4.11738, -1.31893], [-0.83072, 3.84773, -2.55602], [-0.09092, 4.22590, -3.69422], [1.27183, 3.48466, -1.39726], [-0.49713, 3.83691, -0.36709], [0.07193, 5.19674, -1.30242], [-1.71055, 4.43479, -2.45064], [-0.94791, 2.77535, -2.73308], [-0.00235, 5.20058, -3.75457], [1.41510, 3.47909, -2.37327], [2.08711, 2.09365, -5.78528], [1.35265, 1.47122, -6.95528], [0.32643, 0.60406, -6.45863], [3.12862, 1.17297, -5.37737], [1.46099, 2.41071, -4.95334], [2.63816, 2.97836, -6.09352], [2.02371, 0.90135, -7.62909], [0.91811, 2.33290, -7.45630], [0.69878, -0.11382, -5.91492], [3.48422, 1.47261, -4.54795], [3.42416, -2.48789, 7.10933], [2.82271, -1.14449, 7.29969], [3.65155, -0.31682, 8.15725], [4.83387, -2.27509, 6.74912], [2.96883, -3.04576, 6.28062], [3.34194, -3.03096, 8.06948], [1.81514, -1.26588, 7.71926], [2.68249, -0.60119, 6.32353], [4.52125, -0.72388, 8.36249], [5.26861, -3.10318, 7.00306], [-3.60784, -0.90511, 4.92404], [-2.70579, -0.99593, 6.10733], [-1.40207, -1.52691, 5.71513], [-4.06160, -2.21580, 4.35981], [-2.97608, -0.31580, 4.21628], [-4.45249, -0.26544, 5.19002], [-3.06516, -1.77940, 6.76405], [-2.61630, -0.01625, 6.56794], [-1.07754, -0.81486, 5.11223], [-3.26954, -2.77153, 4.17434]], "forces_ev_per_a": [[1.12, -1.35, 1.03], [-0.03, 1.23, -0.37], [-0.11, -0.25, 0.01], [-0.12, 0.47, -0.64], [0.22, 0.22, -0.84], [-0.71, 0.38, 0.36], [-0.21, -0.53, 0.13], [-0.24, -0.30, 0.00], [0.16, 0.27, 0.16], [0.03, -0.12, 0.06], [0.45, -1.09, 0.47], [-0.82, 1.57, 0.43], [0.89, 1.26, 0.50], [-0.61, 0.16, 0.35], [0.25, 0.04, -0.90], [0.35, -0.26, 0.23], [0.40, -0.56, -0.84], [-0.22, 0.02, 0.05], [-0.30, -0.82, -0.30], [-0.31, 0.10, -0.04], [0.01, -0.74, 1.49], [-0.25, 0.71, -0.54], [0.33, -0.01, 0.16], [-0.01, 0.08, 0.19], [-0.03, 0.49, -0.23], [0.46, -0.58, -0.40], [-0.45, 0.09, -0.19], [-0.17, -0.17, -0.45], [-0.01, 0.18, -0.14], [0.14, -0.09, -0.05], [-0.93, -0.42, -0.42], [-0.04, 1.08, -0.03], [1.33, -0.54, 0.34], [0.85, 0.16, -1.27], [0.39, 0.29, 0.59], [-0.16, -0.22, 0.06], [-0.20, -0.19, -0.24], [0.02, 0.10, 0.12], [-0.73, -0.67, -0.32], [-0.30, 0.52, 1.54], [1.01, -0.35, 0.23], [0.45, 2.90, -1.08], [1.17, -1.15, 0.41], [-1.44, -0.55, 0.96], [0.04, 0.16, -0.49], [-0.17, 0.30, -0.24], [-0.50, -0.20, -0.28], [-0.74, -1.25, 1.09], [-0.30, -0.04, -0.34], [0.49, 0.05, -0.39], [0.81, -1.82, 0.61], [-1.53, 1.61, -2.04], [0.12, 0.05, 0.84], [0.55, -0.09, -1.06], [0.49, 0.50, -0.07], [0.17, -0.18, 0.70], [0.03, -0.28, 0.54], [0.68, 0.13, 0.64], [-0.20, -0.29, -0.58], [-1.11, 0.19, 0.38], [1.60, -0.38, -0.39], [-0.71, 0.56, -0.80], [-0.78, 0.64, -0.36], [-0.28, 0.27, 1.08], [-0.19, -0.10, 0.15], [-0.19, 0.04, -0.12], [-0.07, -0.48, 0.08], [0.09, -0.40, 0.66], [0.80, 0.02, 0.10], [-0.53, 0.00, -0.73], [1.69, -0.19, 0.05], [-0.54, 0.01, -0.19], [-0.42, -0.38, 0.23], [-1.88, 0.55, 0.29], [-0.30, -0.04, -0.51], [-0.04, 0.11, 0.49], [0.09, 0.56, 0.32], [0.15, -0.22, -0.25], [0.65, 0.12, 0.00], [0.53, -0.32, -0.25], [0.37, -0.63, 0.67], [-1.11, 1.22, 0.56], [-0.09, 0.34, 0.23], [-0.82, -0.17, 0.22], [0.10, -0.60, -1.08], [-0.41, 0.29, 0.44], [0.64, -0.11, -0.41], [0.39, -0.20, -0.30], [0.19, -0.19, 0.09], [0.57, -0.12, -0.03], [1.44, 0.12, 1.43], [-0.27, -0.93, 0.37], [-0.57, 0.05, 0.36], [-0.95, 0.26, 0.77], [-0.14, -0.29, -0.22], [-0.31, 0.23, -1.41], [0.14, -0.37, -0.40], [0.04, 0.14, 0.11], [-0.52, 0.61, -0.33], [1.04, 0.21, -0.58], [-1.81, -0.09, -0.81], [-0.48, -0.19, 0.82], [0.57, 0.80, 0.69], [0.75, -0.91, 0.84], [0.45, 0.15, 0.01], [0.48, -0.10, 0.26], [0.52, 0.30, -0.76], [0.22, -0.54, -0.17], [-0.29, 0.29, -0.41], [-0.10, 0.52, -0.48], [-0.22, 1.25, 0.05], [0.17, 0.24, 0.81], [0.27, -0.93, -0.44], [-0.21, -1.12, 0.04], [-0.30, -0.05, 0.05], [-0.01, -0.24, -0.09], [0.54, 0.82, 0.41], [-0.15, 0.03, -0.67], [-0.19, -0.27, 0.06], [0.42, 0.23, 0.10], [0.00, -0.97, -0.96], [1.66, 0.93, 0.02], [-0.62, 0.62, -0.91], [0.10, -0.58, 0.75], [0.05, -0.22, 0.22], [-0.33, 0.49, 0.20], [-0.36, 0.19, 0.24], [-0.58, -0.16, 0.12], [0.18, -0.70, 0.30], [0.10, 0.18, -0.14], [0.26, 1.17, -0.13], [-0.19, -0.38, -1.05], [1.26, 0.80, 0.87], [-0.70, -0.38, 0.37], [0.59, -0.29, -0.03], [0.01, -0.67, 0.03], [-0.37, 0.14, 0.28], [0.13, -0.12, 0.45], [-0.89, -0.31, -0.54], [-0.10, 0.20, -0.19], [-1.81, -0.30, 1.14], [0.72, 0.52, 1.58], [-0.44, 0.41, -0.68], [0.07, 0.98, -0.70], [0.30, -0.73, -0.95], [0.22, -0.12, 0.65], [0.09, -0.32, -0.26], [0.55, -0.23, -1.07], [0.39, -0.19, 0.43], [-0.14, 0.05, -0.06], [-0.18, -0.47, -1.57], [-0.02, -0.04, -0.13], [-0.74, -0.22, 0.86], [-0.29, 0.91, 1.13], [0.28, -0.30, -0.24], [0.50, -0.30, -0.14], [0.25, -0.14, -0.11], [-0.41, 0.14, -0.01], [-0.02, 0.64, 0.25], [0.66, -0.23, -0.06], [-0.95, -0.59, 0.29], [0.46, -0.88, 0.48], [-0.89, 0.82, -0.20], [-1.04, 0.98, 0.66], [0.41, 0.17, -0.02], [0.46, -0.10, -0.20], [-0.05, 0.56, -0.48], [0.23, 0.07, -0.01], [-0.26, -0.02, 0.31], [1.60, -0.81, -0.75], [1.00, -0.07, 0.51], [0.72, -0.99, 0.11], [0.64, 1.12, -0.78], [-1.19, 0.06, -1.08], [-0.16, -0.19, -0.29], [0.27, 0.42, 0.27], [-1.15, -0.08, -0.23], [-0.64, 0.05, 0.31], [-0.20, -0.75, 0.23], [0.34, -0.08, 0.77], [2.13, -0.47, -0.28], [-0.31, -0.39, 1.42], [-0.25, 0.30, -0.53], [-1.04, -0.30, -0.59], [-0.48, -0.40, -0.07], [-0.17, 0.51, -0.45], [-0.05, 0.58, 0.31], [-0.55, -0.39, -0.47], [0.27, 0.30, -0.28], [0.36, 0.08, 0.78], [1.22, -0.30, -0.34], [0.31, 1.51, -0.33], [-0.47, -0.47, 0.08], [-0.76, -0.87, 0.66], [-0.27, 0.06, 0.40], [0.17, -0.04, -0.48], [0.25, 0.17, 0.18], [0.33, -0.48, 0.73], [-0.96, 0.03, -0.72], [0.11, 0.38, -0.27], [0.47, -0.44, -1.33], [1.06, -2.03, -0.13], [-0.78, 1.28, -0.14], [0.97, 1.64, 0.73], [-0.76, -0.54, -0.26], [-0.43, -0.55, -0.24], [-0.33, 0.31, 0.64], [0.00, 0.11, 0.30], [0.21, -0.64, 0.05], [-0.47, 0.65, 0.24]]}

***

Entry 2:
{"formula": "C9H13ClN4", "method": "ωB97M-V/def2-TZVPD", "fmax_ev_per_a": 6.60, "homo_ev": [-8.0148, -7.7727], "spin_multiplicity": 1, "gap_ev": [7.5, 7.6], "elements": ["C", "C", "C", "C", "C", "C", "C", "C", "C", "N", "N", "N", "N", "Cl", "H", "H", "H", "H", "H", "H", "H", "H", "H", "H", "H", "H", "H"], "positions_angstrom": [[0.67811, -0.16612, 0.04116], [3.24173, -0.32766, -0.41261], [1.88828, 0.48243, -0.37617], [3.08942, 0.77987, 0.59962], [-3.65839, -0.95657, 0.38624], [-2.59001, -0.74630, -0.57272], [-3.76806, 0.52665, 0.70163], [3.92022, 1.96303, 0.27376], [-4.93627, -1.49275, -0.28855], [0.43184, -0.81138, 1.19520], [-0.41470, -0.04364, -0.70532], [-0.79964, -1.11715, 1.14308], [-1.35571, -0.65174, -0.02332], [-4.63138, 1.67786, -0.21880], [3.05675, -1.29511, 0.03223], [3.81848, -0.27892, -1.22206], [1.76625, 1.06201, -1.22034], [2.79012, 0.57357, 1.62025], [-3.28595, -1.68685, 1.10337], [-2.79829, -0.22535, -1.44368], [-2.95586, 1.01284, 1.28847], [4.39646, 1.65732, -0.72340], [4.78032, 2.12830, 0.95302], [3.54843, 2.98489, 0.04598], [-5.68362, -0.74722, -0.41359], [-5.30430, -2.23988, 0.43960], [-4.76211, -1.90186, -1.25694]], "forces_ev_per_a": [[-0.72, 0.84, -0.75], [-4.43, -0.69, 4.85], [3.47, -1.21, 1.25], [-1.95, 0.00, -1.53], [-1.99, -0.38, -1.11], [-1.08, 0.47, 2.59], [2.37, -0.72, 0.62], [2.31, 1.03, -1.97], [0.25, -0.75, 1.91], [0.18, 0.31, -0.75], [1.17, 0.53, -0.70], [-3.52, -1.43, 0.77], [4.16, 0.15, 0.55], [-0.33, -0.24, -0.10], [0.37, -0.37, -0.31], [2.37, 0.46, -2.91], [-0.24, 1.49, -1.42], [0.46, -0.28, 0.01], [-0.35, 0.79, 0.81], [0.33, 0.69, -1.72], [-0.79, -0.54, -0.46], [-0.28, 0.84, 1.26], [-0.49, -0.36, -0.14], [-0.67, -0.79, 0.59], [-0.59, 0.71, 0.08], [-0.30, 0.10, -0.87], [0.29, -0.65, -0.55]]}